Record 1
The following is a quantum chemistry calculation of a structure of composition C22H40GeN7O2PbSe, from OMol25.

Charge = +1
Kohn-Sham gap = 8.1 eV
2S+1 = 1
DFT total energy = -6067.134206 Ha

```
74
Properties=species:S:1:pos:R:3:lowdin_charge:R:1
Pb -0.017 -0.041 0.456 1.374
Se 0.129 0.776 -2.515 0.807
Ge 1.276 3.849 -2.118 0.802
O 1.352 0.840 2.433 -0.173
O -2.526 1.295 0.808 -0.257
N 0.435 -2.131 1.893 -0.117
N -2.088 -1.513 0.716 -0.147
N 2.348 -0.979 0.052 -0.139
N 0.042 -2.095 -0.991 0.034
N -2.083 0.694 3.342 0.186
N 2.510 0.065 4.218 0.179
N 0.369 -1.615 6.282 0.160
C 1.328 0.347 3.593 -0.541
C 2.025 3.142 -0.427 -0.215
C -1.583 0.164 -3.237 -0.358
C -3.084 2.595 0.633 -0.294
C 1.714 -2.784 1.633 -0.172
C 2.413 -1.688 -1.222 -0.158
C 1.293 -3.791 -2.079 0.007
C -3.902 2.651 -0.650 -0.073
C 0.241 -0.879 5.406 -0.244
C 1.204 -2.562 -1.436 -0.277
C 2.550 3.639 -3.621 -0.209
C 0.148 -4.559 -2.220 -0.015
C 0.149 -0.064 4.275 -0.242
C -2.328 -2.253 -0.517 -0.131
C -1.043 -4.082 -1.697 0.004
C -1.077 0.348 3.802 -0.184
C -0.315 2.678 -2.517 -0.568
C -0.670 -3.079 1.988 -0.174
C 0.564 5.691 -1.980 -0.206
C 2.769 -1.764 1.214 -0.177
C -2.010 -2.354 1.909 -0.171
C -1.060 -2.833 -1.089 -0.276
H 3.322 -2.299 -1.313 0.135
H -0.587 -3.788 1.159 0.113
H 0.110 5.984 -2.923 0.021
H -2.818 -0.817 0.842 0.096
H -0.186 5.762 -1.198 0.017
H -2.281 3.344 0.610 0.112
H 3.512 4.078 -3.375 0.019
H -0.706 2.898 -3.511 0.027
H -4.443 3.593 -0.691 0.081
H -3.063 -3.056 -0.373 0.136
H -2.733 -1.558 -1.256 0.123
H -0.626 -3.647 2.924 0.140
H 0.493 -1.622 2.778 0.077
H 3.345 0.508 3.870 0.119
H 2.239 -4.144 -2.455 0.123
H 1.263 3.042 0.341 0.009
H 0.186 -5.523 -2.706 0.122
H -4.620 1.835 -0.668 0.080
H -1.552 -0.915 -3.358 0.017
H -3.738 2.827 1.478 0.122
H 2.172 4.145 -4.505 0.021
H 2.487 -0.151 5.202 0.102
H -1.943 -4.670 -1.746 0.123
H -2.381 0.452 -2.558 0.015
H 2.804 3.794 -0.045 0.025
H 2.933 -0.151 0.006 0.113
H -2.125 -1.705 2.778 0.100
H -1.723 0.634 -4.208 0.035
H 2.922 -1.067 2.037 0.092
H 2.462 2.161 -0.597 -0.007
H -3.270 2.578 -1.531 0.044
H 3.713 -2.291 1.020 0.133
H 1.361 6.394 -1.756 0.019
H -2.810 -3.104 1.926 0.132
H -1.104 2.820 -1.781 -0.008
H 1.566 -3.520 0.836 0.115
H 2.081 -3.319 2.517 0.141
H -2.459 1.140 1.783 -0.023
H 2.702 2.590 -3.867 0.007
H 2.427 -0.942 -2.025 0.099
```

=====

Record 2
The following is a quantum chemistry calculation of a cluster of 2 separate species, ClH4N2OP in total, from OMol25.

Kohn-Sham gap = 10.4 eV
2S+1 = 1
DFT total energy = -988.727887 Ha

```
9
Properties=species:S:1:pos:R:3:lowdin_charge:R:1
Cl 3.565 1.898 -0.570 0.305
P -1.452 -0.587 -0.254 0.456
O -2.284 -0.305 -1.414 -0.320
N -1.737 -1.500 0.959 -0.180
N 0.040 -0.045 -0.219 -0.062
H 3.639 1.515 0.607 -0.289
H -2.666 -1.803 1.177 -0.022
H 0.315 0.665 -0.872 0.057
H 0.579 0.161 0.588 0.055
```

=====

Record 3
The following is a quantum chemistry calculation of an isolated molecule of C3H2ClFO2, from OMol25.

Kohn-Sham gap = 10.9 eV
2S+1 = 1
SMILES string = O=CO/C=C(/F)Cl
DFT total energy = -825.996350 Ha

```
9
Properties=species:S:1:pos:R:3:lowdin_charge:R:1
Cl 1.985 -0.943 0.478 0.699
F 2.282 1.496 -0.441 0.084
O -1.038 -1.340 -1.102 0.098
O -0.792 0.009 0.696 -0.017
C 1.378 0.662 -0.022 -0.637
C 0.076 0.874 0.068 -0.136
C -1.334 -0.971 -0.021 -0.398
H -2.240 -1.509 0.661 0.200
H -0.317 1.722 -0.317 0.107
```

=====

Record 4
The following is a quantum chemistry calculation of a structure of composition C22H31As3ClF9NO5Pd, from OMol25.

Charge = -1
Kohn-Sham gap (alpha / beta) = 8.2 / 7.0 eV
2S+1 = 3
<S²> = 2.038
DFT total energy = -9482.036387 Ha

```
73
Properties=species:S:1:pos:R:3:lowdin_charge:R:1
Pd 0.551 1.141 -0.374 0.871
As -4.569 0.391 2.077 1.120
As 0.824 -0.180 3.056 1.151
As -0.368 -1.130 -0.213 1.166
Cl -0.337 0.725 -9.154 0.629
F 4.014 0.189 -2.577 0.158
F 4.128 -0.220 2.182 0.117
F 5.264 1.800 -0.947 0.149
F 5.902 -0.375 0.975 0.143
F 4.333 2.079 0.968 0.147
F 4.440 -1.970 0.973 0.152
F 5.531 -0.947 -1.553 0.133
F 3.149 2.221 -0.824 0.128
F 3.547 -1.756 -1.778 0.147
O 1.018 0.584 -2.641 -0.068
O 2.466 -0.171 0.059 -0.252
O 0.564 3.348 -0.654 -0.098
O -1.170 1.036 -2.521 -0.065
O -1.106 2.958 0.711 -0.075
N -0.495 2.753 -0.342 -0.433
C 4.143 1.540 -0.250 -0.539
C -0.200 0.729 -4.658 -0.126
C -0.290 0.714 -7.414 -0.679
C -1.153 0.021 2.911 -0.388
C -3.899 1.987 3.022 -0.351
C 4.581 -0.636 0.986 -0.543
C -1.930 -1.250 2.560 -0.669
C -1.412 -2.400 3.438 -0.098
C -3.423 -1.050 2.873 -0.390
C -1.815 -1.689 1.064 -0.304
C -1.315 -1.855 -1.769 -0.270
C 4.215 -0.623 -1.534 -0.536
C -3.825 0.842 0.308 -0.353
C 3.759 0.016 -0.174 -0.360
C 0.850 0.185 -5.387 -0.012
C 1.155 1.751 3.204 -0.318
C -0.122 0.796 -3.146 -0.664
C -1.353 1.253 -6.706 -0.109
C 0.809 0.169 -6.771 -0.106
C 0.824 -2.657 0.007 -0.281
C -1.302 1.254 -5.321 -0.015
C 0.919 -0.445 5.044 -0.325
H -1.331 0.773 2.138 0.028
H 1.942 -0.219 5.347 0.009
H -3.766 1.784 4.085 0.012
H 1.299 2.211 2.221 -0.003
H -4.294 1.782 0.016 0.023
H -0.616 -1.899 -2.605 0.033
H 1.631 -0.246 -7.339 0.101
H -2.142 -1.208 -2.054 0.021
H -1.529 0.422 3.858 0.072
H 2.070 1.924 3.769 0.021
H -1.689 -2.859 -1.555 0.033
H -1.804 -2.783 1.036 0.069
H 1.461 -2.725 -0.873 0.020
H 0.239 0.216 5.583 0.019
H 1.466 -2.526 0.873 0.004
H -1.435 -2.121 4.492 0.075
H -2.966 2.342 2.592 -0.002
H 0.323 2.253 3.699 0.027
H -2.745 0.988 0.300 -0.012
H -2.028 -3.292 3.305 0.081
H 0.233 -3.570 0.114 0.028
H -2.720 -1.360 0.555 0.029
H 1.697 -0.216 -4.849 0.116
H -3.543 -0.913 3.954 0.064
H 0.712 -1.480 5.317 -0.001
H -3.940 -1.985 2.626 0.057
H -0.380 -2.635 3.164 0.057
H -4.096 0.094 -0.438 0.012
H -2.111 1.664 -4.734 0.116
H -4.642 2.779 2.922 0.007
H -2.198 1.679 -7.228 0.099
```

=====

Record 5
The following is a quantum chemistry calculation of a structure of composition InO8S2, from OMol25.

Charge = -1
Kohn-Sham gap = 6.2 eV
2S+1 = 1
DFT total energy = -1588.498143 Ha

```
11
Properties=species:S:1:pos:R:3:lowdin_charge:R:1
In -0.580 0.087 -0.025 1.283
S 0.113 -2.426 -0.773 0.272
S 0.024 2.471 0.807 0.227
O -0.169 -1.877 0.566 -0.358
O 0.383 2.127 -0.575 -0.357
O -0.284 -1.267 -1.535 -0.349
O 0.415 1.267 1.531 -0.356
O -1.432 2.422 0.874 -0.357
O -0.593 -3.683 -1.112 -0.353
O 0.630 3.731 1.290 -0.316
O 1.492 -2.851 -1.049 -0.337
```

=====

Taking the records one at a time from the top gives ΔE to the lowest compared entry with this formula, charge and spin values of 16.8; 165.5; 114.9; 197.2; 0.0 kJ/mol.